Entry 1:
ORCA calculation (ωB97M-V/def2-TZVPD) on C4H5Cl3 in the gas phase.

XYZ file:
```
12
Properties=species:S:1:pos:R:3:forces:R:3:lowdin_charge:R:1
Cl -1.931 -1.827 0.497 0.1 -0.2 -0.2 0.591
Cl 1.775 -0.383 -1.083 0.4 0.2 -0.4 0.579
Cl -2.140 0.972 -1.313 0.0 0.5 0.2 0.683
C -1.008 0.812 -0.047 1.6 -3.6 1.6 -0.759
C -0.492 1.653 0.840 1.4 -2.4 0.3 -0.024
C 0.208 -1.229 -1.124 3.4 -3.7 4.6 -0.623
C -0.468 -0.861 0.189 -3.0 4.0 -1.6 -0.741
H -0.284 -0.964 -1.955 -2.1 0.9 -2.8 -0.001
H -0.705 2.645 0.934 -0.8 2.6 -0.1 0.023
H 0.495 -2.369 -1.121 -0.8 2.1 -0.2 0.116
H 0.328 1.313 1.565 -1.4 0.2 -1.2 0.101
H -0.039 -0.716 1.161 1.2 -0.7 -0.2 0.057
```
Positions in Å, forces in eV/Å.

Its HOMO energy is -10.0 eV. Its frontier orbital gap is 10.75 eV. As for the SMILES: C=C(Cl)[C@@H](Cl)CCl. As for the spin multiplicity: 1. The total energy is -41794.6500 eV. Its LUMO energy is 0.77 eV. The largest force on an atom is 6.9 eV/Å. As for the energy above the lowest of the compared OMol25 structures with the same formula, charge and spin: 125.1 kJ/mol.



Entry 2:
ORCA calculation (ωB97M-V/def2-TZVPD) on a molecular structure, C4H5Cl3CuN.

XYZ file:
```
14
Properties=species:S:1:pos:R:3:forces:R:3:lowdin_spin:R:1
Cu 0.382 0.331 -1.389 1.6 0.7 -1.5 0.646
Cl -0.857 0.524 -3.403 0.3 0.0 1.0 0.071
Cl 2.070 2.098 -1.288 -1.1 -0.7 0.0 0.194
Cl 2.171 -1.401 -1.648 -0.8 0.3 0.3 0.034
N 0.211 -1.141 0.869 -0.7 0.3 0.4 0.000
C -0.301 1.011 0.983 0.1 0.4 -0.4 0.009
C 0.704 0.094 1.210 -0.6 -0.5 0.7 0.025
C -1.043 -0.997 0.330 0.0 -0.3 0.2 0.017
C -1.395 0.334 0.383 0.1 -0.4 0.1 0.002
H 0.606 -2.041 1.072 0.5 0.2 -0.4 0.000
H 1.664 0.218 1.673 0.1 0.0 -0.2 0.001
H -0.269 2.073 1.154 0.3 0.0 0.0 0.000
H -1.615 -1.850 0.009 0.1 0.0 -0.1 0.000
H -2.329 0.747 0.046 0.1 0.1 -0.1 0.000
```
Positions in Å, forces in eV/Å.

Its HOMO energy (spin up / spin down) is -5.3 / -5.1 eV. Its frontier orbital gap (spin up / spin down) is 8.51 / 6.44 eV. As for the spin multiplicity: 2. The total energy is -87929.7355 eV. As for the charge: -1. The expectation value of S² is 0.7543. Its LUMO energy (spin up / spin down) is 3.23 / 1.31 eV. The largest force on an atom is 2.3 eV/Å.



Entry 3:
ORCA calculation (ωB97M-V/def2-TZVPD) on 2 unconnected molecules or ions with the total composition C4H5Cl3NO5P.

XYZ file:
```
19
Properties=species:S:1:pos:R:3:forces:R:3:lowdin_charge:R:1
Cl 3.903 -0.191 0.126 0.1 0.6 -0.3 0.374
Cl 1.965 1.472 1.450 0.2 0.6 -0.2 0.392
Cl 2.721 2.062 -1.292 0.4 1.3 -1.0 0.424
P 1.016 -1.970 0.354 -1.3 0.4 2.2 0.247
O -3.682 1.739 -0.926 -0.7 1.1 -1.1 -0.067
O -0.443 -2.800 0.098 0.9 0.1 0.0 -0.228
O -3.174 -0.117 0.221 0.1 -0.1 -0.3 -0.088
O 2.066 -2.691 -0.374 0.1 -0.3 -1.0 -0.384
O 1.195 -1.656 1.836 -0.9 -0.3 -1.8 -0.418
N -0.520 0.255 0.190 0.0 0.2 -0.4 -0.083
C -1.288 1.404 -0.279 -3.4 -2.5 2.6 -0.072
C 0.417 -0.374 -0.471 2.0 -0.2 -0.6 -0.211
C 2.423 0.819 -0.169 -0.9 -2.3 2.0 -1.632
C -2.933 0.925 -0.422 2.2 -0.6 1.7 -0.717
H -0.803 -0.121 1.120 0.5 0.4 -1.2 0.146
H -0.966 1.851 -1.150 1.1 1.0 -1.5 0.070
H -1.195 -2.486 0.614 0.3 0.3 0.0 0.034
H -1.431 2.018 0.617 0.5 0.7 -0.6 0.102
H 0.729 -0.139 -1.544 -1.2 -0.3 1.6 0.111
```
Positions in Å, forces in eV/Å.

Its HOMO energy is -1.2 eV. Its frontier orbital gap is 6.32 eV. As for the spin multiplicity: 1. The total energy is -62814.7756 eV. As for the charge: -2. Its LUMO energy is 5.15 eV. The largest force on an atom is 5.0 eV/Å.



Entry 4:
ORCA calculation (ωB97M-V/def2-TZVPD) on C4H5ClF2 in the gas phase.

XYZ file:
```
12
Properties=species:S:1:pos:R:3:forces:R:3:lowdin_charge:R:1
Cl 0.470 -2.624 -1.387 -0.6 0.0 -0.4 0.737
F -0.111 -1.110 1.937 -0.3 0.8 0.8 0.055
F -1.470 -0.955 0.256 0.6 0.0 -0.2 0.025
C -0.382 1.439 -0.438 -2.0 -0.1 0.6 -0.096
C -0.120 -0.930 0.596 -1.0 -0.2 -0.9 -0.688
C 0.719 -2.040 0.133 1.2 -0.5 -0.2 -0.372
C 0.571 0.383 0.140 -0.8 0.3 1.7 -0.170
H -1.256 1.762 0.283 2.0 -0.6 -1.1 0.114
H -0.938 0.878 -1.240 0.6 1.2 0.2 0.082
H 0.187 2.349 -0.782 -0.8 -1.1 0.2 0.088
H 1.013 0.654 1.113 0.4 0.5 -0.7 0.127
H 1.317 0.194 -0.611 0.6 -0.3 0.0 0.099
```
Positions in Å, forces in eV/Å.

Its HOMO energy is -9.3 eV. Its frontier orbital gap is 8.18 eV. As for the spin multiplicity: 1. The total energy is -22182.8719 eV. Its LUMO energy is -1.08 eV. The largest force on an atom is 2.4 eV/Å. As for the energy above the lowest of the compared OMol25 structures with the same formula, charge and spin: 296.7 kJ/mol.



Entry 5:
ORCA calculation (ωB97M-V/def2-TZVPD) on 2 unconnected molecules or ions with the total composition C4H5ClF2.

XYZ file:
```
12
Properties=species:S:1:pos:R:3:forces:R:3:lowdin_charge:R:1
Cl 1.319 1.972 0.507 -0.7 -0.8 -0.1 0.619
F -3.497 0.017 0.197 1.6 0.6 0.1 -0.071
F 0.700 0.629 -1.583 -0.8 0.0 1.3 -0.079
C 0.723 0.428 -0.197 -1.9 -0.9 -0.5 -0.720
C 1.721 -0.691 0.002 -0.6 -1.2 3.0 -0.131
C -1.177 -0.159 0.418 4.3 0.7 -0.4 0.066
C -2.188 0.512 -0.042 -2.9 0.5 -1.2 -0.169
H -2.336 1.400 -0.723 0.9 -1.1 1.0 0.137
H 1.332 -1.691 -0.217 -0.4 0.4 -0.5 0.079
H 1.995 -0.836 1.109 -0.3 0.7 -1.5 0.108
H 2.614 -0.546 -0.565 0.5 0.4 -0.4 0.068
H -1.206 -1.036 1.094 0.1 0.7 -0.7 0.093
```
Positions in Å, forces in eV/Å.

Its HOMO energy is -10.5 eV. Its frontier orbital gap is 11.01 eV. As for the spin multiplicity: 1. The total energy is -22183.3677 eV. Its LUMO energy is 0.51 eV. The largest force on an atom is 4.4 eV/Å. As for the energy above the lowest of the compared OMol25 structures with the same formula, charge and spin: 248.8 kJ/mol.



Entry 6:
ORCA calculation (ωB97M-V/def2-TZVPD) on C4H5ClF2O in the gas phase.

XYZ file:
```
13
Properties=species:S:1:pos:R:3:forces:R:3:lowdin_charge:R:1
Cl 0.277 -1.275 3.213 -0.1 -0.1 -0.4 0.635
F -1.453 -0.721 1.322 0.4 -0.2 0.2 -0.030
F -0.911 0.142 -3.466 0.0 0.0 -0.3 0.003
O 0.383 0.722 -0.211 -0.7 0.2 -1.3 -0.091
C 0.790 -0.137 0.771 1.1 -0.7 2.3 -0.264
C -0.307 0.748 -2.432 -0.1 0.6 0.3 -0.126
C -0.214 0.101 -1.281 0.3 -1.1 -0.1 -0.120
C -0.285 -0.249 1.867 0.0 1.9 0.7 -0.709
H 0.014 1.794 -2.615 -0.3 -0.9 0.1 0.136
H 0.933 -1.195 0.475 0.4 0.6 -0.4 0.127
H 1.753 0.316 1.178 -1.2 -1.0 -0.1 0.155
H -0.514 0.753 2.332 0.2 -1.0 -0.6 0.126
H -0.467 -0.999 -1.153 0.1 1.7 -0.3 0.157
```
Positions in Å, forces in eV/Å.

Its HOMO energy is -9.1 eV. Its frontier orbital gap is 10.02 eV. As for the SMILES: F/C=C/OC[C@@H](F)Cl. As for the spin multiplicity: 1. The total energy is -24232.3186 eV. Its LUMO energy is 0.88 eV. The largest force on an atom is 2.6 eV/Å. As for the energy above the lowest of the compared OMol25 structures with the same formula, charge and spin: 108.7 kJ/mol.



Entry 7:
ORCA calculation (ωB97M-V/def2-TZVPD) on a molecular structure, C4H5ClF2O2.

XYZ file:
```
14
Properties=species:S:1:pos:R:3:forces:R:3:lowdin_charge:R:1
Cl -2.960 -0.570 1.240 -0.6 0.3 -0.2 0.769
F -3.212 1.062 -0.855 1.0 -1.5 1.5 0.011
F -2.465 -0.952 -1.231 -0.2 0.1 0.4 0.003
O 0.506 -1.372 -0.939 -1.1 -1.1 -0.4 -0.104
O -0.452 1.729 0.465 1.3 1.8 -0.3 0.036
C -2.439 0.035 -0.297 3.5 1.8 -1.9 -0.745
C -0.029 0.541 1.160 -2.1 0.5 -1.0 -0.065
C -0.601 0.576 -0.215 -4.7 -2.3 2.6 -0.339
C 0.254 0.036 -1.270 -0.6 -2.4 -1.4 -0.158
H -0.139 0.081 -2.320 0.4 0.4 1.0 0.147
H -0.247 -2.066 -1.058 1.6 2.7 0.0 0.140
H 0.949 0.295 1.375 2.6 0.2 -0.7 0.096
H -0.530 0.439 2.073 -1.6 -0.6 0.7 0.077
H 1.204 0.518 -1.119 0.5 0.2 -0.5 0.133
```
Positions in Å, forces in eV/Å.

Its HOMO energy is -10.2 eV. Its frontier orbital gap is 10.83 eV. As for the spin multiplicity: 1. The total energy is -26278.0521 eV. Its LUMO energy is 0.65 eV. The largest force on an atom is 5.8 eV/Å. As for the energy above the lowest of the compared OMol25 structures with the same formula, charge and spin: 130.3 kJ/mol.



Entry 8:
ORCA calculation (ωB97M-V/def2-TZVPD) on C4H5ClN2 in the gas phase.

XYZ file:
```
12
Properties=species:S:1:pos:R:3:forces:R:3:lowdin_charge:R:1
Cl 0.399 3.463 0.474 0.1 -0.6 0.2 0.698
N -0.073 1.211 -0.695 -0.7 -5.3 -0.4 0.050
N 0.290 1.762 0.408 0.8 -1.0 1.9 -0.632
C 0.361 -0.366 0.972 -0.8 -1.6 -2.3 -0.085
C -0.045 -0.287 -0.353 -0.6 5.2 -1.2 -0.248
C -0.584 -1.340 -1.267 -2.1 -0.2 -1.6 -0.086
C 0.580 0.872 1.441 -1.0 1.1 -2.6 -0.123
H 0.405 -1.360 1.351 0.4 -0.1 1.1 0.107
H 1.027 1.060 2.314 1.3 1.6 3.1 0.068
H -0.663 -1.024 -2.366 0.3 -0.2 1.7 0.095
H -0.037 -2.274 -1.260 0.6 0.0 0.1 0.055
H -1.660 -1.718 -1.020 1.6 1.1 -0.1 0.102
```
Positions in Å, forces in eV/Å.

Its HOMO energy is -8.6 eV. Its frontier orbital gap is 9.21 eV. As for the SMILES: Cc1ccn(Cl)n1. As for the spin multiplicity: 1. The total energy is -19728.7475 eV. Its LUMO energy is 0.58 eV. The largest force on an atom is 5.4 eV/Å. As for the energy above the lowest of the compared OMol25 structures with the same formula, charge and spin: 308.5 kJ/mol.



Entry 9:
ORCA calculation (ωB97M-V/def2-TZVPD) on a molecular structure, C4H5ClN2S.

XYZ file:
```
13
Properties=species:S:1:pos:R:3:forces:R:3:lowdin_charge:R:1
Cl -1.666 -1.408 0.120 0.4 -2.1 -0.5 0.627
S -1.804 1.270 0.002 0.4 3.7 0.9 0.745
N 3.317 0.161 0.176 1.1 -3.9 -2.8 0.027
N 1.918 0.075 -0.200 -0.4 1.0 2.0 -0.216
C 1.204 -1.113 -0.094 -0.8 0.9 -1.1 -0.080
C -0.128 -0.724 -0.259 1.0 -0.4 1.0 -0.686
C 1.003 1.223 -0.024 3.0 -2.0 -0.7 -0.059
C -0.217 0.697 -0.202 0.2 -1.7 0.2 -0.779
H 3.418 -0.166 1.131 -0.3 0.1 0.4 0.049
H 3.841 -0.832 -0.395 -2.0 4.1 1.9 0.195
H 1.759 -2.058 0.011 -0.7 0.6 -0.2 0.121
H 1.415 2.144 0.377 -0.2 -0.1 -0.7 0.115
H -1.075 2.392 0.452 -1.8 -0.3 -0.5 -0.061
```
Positions in Å, forces in eV/Å.

Its HOMO energy is -8.2 eV. Its frontier orbital gap is 8.73 eV. As for the spin multiplicity: 1. The total energy is -30563.1666 eV. Its LUMO energy is 0.55 eV. The largest force on an atom is 4.9 eV/Å. As for the energy above the lowest of the compared OMol25 structures with the same formula, charge and spin: 359.9 kJ/mol.



Entry 10:
ORCA calculation (ωB97M-V/def2-TZVPD) on 2 unconnected molecules or ions with the total composition C4H5ClNS.

XYZ file:
```
12
Properties=species:S:1:pos:R:3:forces:R:3:lowdin_charge:R:1
Cl -1.968 2.558 0.370 0.6 -0.9 -0.9 0.453
S 0.319 -1.241 2.122 -0.3 -1.8 0.1 1.127
N 0.371 0.125 0.076 -1.6 0.9 -0.4 -0.205
C 0.225 -2.073 0.536 0.4 -0.4 -0.1 -0.244
C 0.248 1.224 -0.648 1.4 -5.0 -2.2 0.092
C 0.337 0.214 1.502 0.7 2.6 -0.2 -0.380
C 0.196 -1.182 -0.445 1.3 -0.6 -0.9 -0.117
H 0.215 1.107 -1.759 -0.4 0.1 0.9 0.171
H 0.564 2.081 -0.270 1.1 3.8 2.0 0.058
H 0.362 -3.138 0.416 -0.4 0.0 0.0 0.098
H -1.277 1.660 -0.378 -2.0 1.2 0.9 -0.212
H 0.410 -1.336 -1.521 -0.6 0.0 0.8 0.158
```
Positions in Å, forces in eV/Å.

Its HOMO energy is -14.3 eV. Its frontier orbital gap is 6.79 eV. As for the spin multiplicity: 1. The total energy is -29064.8440 eV. As for the charge: +1. Its LUMO energy is -7.53 eV. The largest force on an atom is 5.7 eV/Å. As for the energy above the lowest of the compared OMol25 structures with the same formula, charge and spin: 393.4 kJ/mol.



Entry 11:
ORCA calculation (ωB97M-V/def2-TZVPD) on C4H5ClO in the gas phase.

XYZ file:
```
11
Properties=species:S:1:pos:R:3:forces:R:3:lowdin_charge:R:1
Cl 2.029 -0.017 -0.338 -0.9 0.1 0.7 0.508
O -2.681 -0.016 -0.479 2.3 -0.3 0.5 0.092
C -1.521 -0.028 -0.116 -1.2 1.0 0.5 -0.333
C -0.473 -1.085 0.309 -0.7 -2.1 -0.6 -0.134
C 0.473 0.044 0.698 1.4 -0.5 -1.2 -0.621
C -0.492 1.134 0.260 -0.2 0.7 -1.1 -0.109
H -0.156 1.728 -0.649 -0.4 -0.8 1.1 0.128
H -0.779 -1.856 1.079 0.1 1.2 -0.4 0.136
H -0.717 1.872 1.056 -0.4 -0.5 -0.5 0.120
H -0.134 -1.778 -0.521 -0.2 1.1 0.6 0.127
H 0.824 0.059 1.711 0.1 0.1 0.4 0.087
```
Positions in Å, forces in eV/Å.

Its HOMO energy is -10.0 eV. Its frontier orbital gap is 10.51 eV. As for the SMILES: O=C1CC(Cl)C1. As for the spin multiplicity: 1. The total energy is -18797.8843 eV. Its LUMO energy is 0.54 eV. The largest force on an atom is 2.4 eV/Å. As for the energy above the lowest of the compared OMol25 structures with the same formula, charge and spin: 30.4 kJ/mol.



Entry 12:
ORCA calculation (ωB97M-V/def2-TZVPD) on 2 unconnected molecules or ions with the total composition C4H5ClS2.

XYZ file:
```
12
Properties=species:S:1:pos:R:3:forces:R:3:lowdin_charge:R:1
Cl 2.115 -1.829 0.251 0.9 -0.8 -0.7 0.651
S -1.584 -2.261 -0.237 2.4 2.4 0.7 0.679
S -1.187 1.649 -1.512 -1.3 -5.1 -0.4 0.476
C 0.836 -0.765 0.689 0.6 1.0 1.0 -0.802
C -0.548 -0.991 0.164 -3.4 -1.0 -0.4 -0.767
C 0.781 0.718 0.201 0.5 3.1 0.9 -0.264
C -0.797 0.539 0.161 2.6 1.1 -3.8 -0.533
H -1.329 1.014 0.929 -0.9 0.2 1.1 0.064
H 1.190 1.108 -0.847 -0.7 -1.7 2.3 0.098
H 1.133 1.616 0.968 -0.7 -2.6 -1.6 0.154
H 0.907 -0.772 1.811 -0.8 0.2 -1.0 0.124
H -1.517 -0.025 -2.578 0.6 3.4 2.1 0.120
```
Positions in Å, forces in eV/Å.

Its HOMO energy is -9.3 eV. Its frontier orbital gap is 7.91 eV. As for the spin multiplicity: 1. The total energy is -38416.7437 eV. Its LUMO energy is -1.40 eV. The largest force on an atom is 5.3 eV/Å. As for the energy above the lowest of the compared OMol25 structures with the same formula, charge and spin: 457.6 kJ/mol.